No. 1
Computed, not measured: the molecule C23H33N3O4 in a non-equilibrium geometry, with wB97M-V/def2-TZVPD.

XYZ file:
```
63
Properties=species:S:1:pos:R:3:forces:R:3
C -2.0426 -3.8675 0.5654 0.110 0.061 0.465
H -1.1856 -4.2521 0.0049 0.001 -0.083 0.052
C -1.9323 -1.8892 -0.8740 -0.099 0.108 -0.320
H -2.7221 -4.7006 0.7674 0.074 -0.063 0.014
C 3.0904 -2.1651 1.0477 0.100 0.058 -0.081
H -5.0003 -2.5347 -1.6487 0.003 -0.004 0.058
H 1.0883 -3.6691 1.6049 -0.032 -0.066 -0.009
O 0.2018 0.1049 1.2547 -0.164 0.185 0.074
H -2.1193 -0.4622 -2.4780 -0.043 0.013 -0.015
H -2.9383 -2.0120 -2.7743 0.097 0.069 0.008
H -2.9436 1.3298 -2.8701 0.035 0.015 -0.022
H -3.8022 -1.6293 1.0151 -0.047 -0.025 0.027
H 1.5128 4.3751 0.0228 0.131 0.072 0.021
H -0.8692 3.8906 0.5033 -0.037 -0.045 0.087
C -2.7192 -1.2451 -2.0214 0.449 0.013 0.088
C 1.3632 -0.2902 1.1223 0.203 -0.112 -0.095
C 4.1325 -1.1328 0.6729 0.126 -0.132 0.207
H -2.3577 -2.9091 2.4984 0.089 -0.056 0.068
C -4.7652 -1.7689 -0.9026 -0.292 0.024 0.415
C 6.5211 2.7204 0.6981 -0.079 0.006 -0.596
C -2.4021 1.9900 -0.8691 0.071 0.135 -0.377
H -1.8101 3.8659 -1.7565 -0.007 0.048 -0.108
H 0.4943 5.0424 -1.2531 0.032 0.126 -0.074
C -3.4344 1.6359 -1.9460 -0.081 0.004 0.251
H 5.1110 -1.4962 0.9923 -0.076 -0.043 -0.047
N -0.4945 -2.3631 1.8056 0.237 0.545 -0.015
C 0.8341 4.1193 -0.7880 -0.164 -0.086 0.190
C -4.3707 0.5639 -1.4231 0.043 0.347 -0.365
H 0.0050 2.3933 0.1982 -0.049 -0.009 0.088
H 5.9005 1.9046 2.6801 -0.044 -0.069 0.240
C 6.0139 2.4331 -0.5286 0.697 0.572 0.321
H -4.0431 2.5157 -2.1602 -0.024 -0.117 -0.040
H -4.5556 -3.2143 0.6857 -0.019 0.007 0.049
H 4.1488 -1.0567 -0.4188 0.010 0.009 -0.022
H -2.9238 2.4330 -0.0188 -0.018 -0.062 0.074
C 2.4533 0.6949 0.7788 -0.056 0.145 0.204
H -1.6729 -1.1000 -0.1513 0.038 -0.019 -0.115
C 1.7305 -1.6781 1.2569 -0.220 -0.033 0.067
O 5.0185 1.5348 -0.4321 -0.429 -0.363 -0.179
C -0.3500 3.3151 -0.2660 0.085 0.081 -0.331
H -5.6859 -1.3139 -0.5358 0.104 -0.100 -0.078
C 3.8280 0.2421 1.2699 0.077 0.093 -0.581
H -1.1428 -4.2058 2.4940 -0.065 0.075 0.065
H 2.1867 1.6690 1.1946 -0.058 -0.056 -0.049
N -3.9709 -0.7297 -1.5240 -0.043 -0.453 0.017
O 3.3815 -3.3436 1.1475 0.108 -0.104 0.004
H -1.9042 1.0868 -0.5115 0.016 -0.038 0.091
C 0.7685 -2.6327 1.5594 -0.073 0.121 0.074
H 3.8230 0.1710 2.3624 0.052 0.064 -0.075
H -0.7265 -1.3660 1.7346 0.081 -0.194 0.001
H 1.3886 3.5484 -1.5303 0.097 -0.032 -0.098
C 4.8752 1.2330 0.8778 0.200 0.064 1.043
H -0.7943 2.4951 -2.2049 0.012 0.011 -0.099
H 7.3175 3.3984 0.9256 0.175 0.162 -0.042
N -2.7370 -2.9384 -0.2822 -0.032 0.037 -0.099
H 6.2619 2.7854 -1.5099 -0.043 -0.014 -0.169
H -1.0089 -2.3249 -1.2622 0.045 0.027 0.029
C -3.9757 -2.4009 0.2455 -0.155 -0.038 -0.288
H 2.4775 0.8007 -0.3106 -0.003 0.020 -0.015
O -5.4388 0.8513 -0.9140 -0.223 0.257 0.203
C -1.5303 -3.3471 1.9381 -0.410 -0.617 -0.421
C -1.3369 2.9580 -1.3758 -0.033 -0.155 0.451
C 5.7782 1.9376 1.6169 -0.478 -0.386 -0.225
```
Positions in Å, forces in eV/Å.

Computed properties:
- LUMO: 0.303 eV
- Total charge: 0
- Relative energy (zero: lowest compared OMol25 entry of this formula, charge and spin): 265.2 kJ/mol
- SMILES: CCCCCC(=O)N1CCN(CCNC=C2C(=O)CC(c3ccco3)CC2=O)CC1
- Maximum force: 1.06 eV/Å

No. 2
Computed, not measured: the molecule C5H7NO, with wB97M-V/def2-TZVPD.

XYZ file:
```
14
Properties=species:S:1:pos:R:3:forces:R:3
H 0.2131 1.8900 -1.1855 -0.007 -0.103 0.171
H -0.8116 -0.3451 -1.5601 -0.223 0.106 0.091
H -1.7785 1.2279 0.3153 0.132 -0.196 -0.135
O 1.3753 0.3676 -0.3771 0.188 -0.120 0.013
C 0.7614 -0.8577 -0.2872 0.133 -0.380 -0.492
H -1.2703 -0.6748 1.8869 -0.228 0.321 0.118
H 0.8206 2.1616 0.4750 -0.010 -0.143 -0.047
C 0.4075 1.4195 -0.2112 -0.063 0.151 0.045
C -0.8223 0.6949 0.3525 0.069 0.055 0.239
N 1.3248 -1.9759 -0.1533 -0.010 0.371 -0.244
C -0.4235 -0.0476 1.5622 -0.397 0.207 0.205
H 2.3322 -1.8525 -0.0606 -0.001 -0.023 0.041
H -1.4112 -1.4060 -0.2558 0.333 0.022 0.034
C -0.7175 -0.6019 -0.5011 0.083 -0.268 -0.039
```
Positions in Å, forces in eV/Å.

Computed properties:
- LUMO: -0.535 eV
- Total charge: 0
- Relative energy (zero: lowest compared OMol25 entry of this formula, charge and spin): 472.3 kJ/mol
- Maximum force: 0.64 eV/Å

No. 3
Computed, not measured: C38H50ClO4S3SiY as an isolated structure in a non-equilibrium geometry, with wB97M-V/def2-TZVPD.

XYZ file:
```
98
Properties=species:S:1:pos:R:3:forces:R:3
C -2.6538 1.7718 -0.9457 -0.018 -0.016 0.058
H 4.8910 -3.1704 1.1172 0.006 0.000 -0.004
O -0.1731 -2.6590 3.5970 -0.038 -0.079 -0.017
H -4.2608 3.2137 -1.2896 0.002 -0.008 0.005
H -2.1070 2.6804 5.3202 0.005 -0.020 -0.032
C 1.3893 -2.8119 -2.7966 0.034 0.013 -0.015
S 0.6406 2.1685 5.2810 0.003 0.019 0.040
H 0.4716 -4.1111 -0.6027 -0.016 -0.038 0.002
C 2.6918 2.9548 -3.9321 -0.010 -0.023 0.000
H 6.4047 -3.2017 -0.8456 -0.001 -0.002 0.000
C -0.0322 -2.9412 -2.3197 0.131 0.276 -0.391
H -3.4470 0.7271 2.3228 0.048 0.037 -0.047
C 5.5718 -2.5109 -0.8106 -0.009 0.015 -0.008
Y -0.6431 -0.8499 0.0290 -0.065 -1.016 -0.391
C -2.9865 1.0818 3.2486 -0.009 -0.094 0.119
H 4.1088 -0.0811 -2.6550 0.002 -0.005 0.011
C 3.6533 -1.6089 0.3226 0.010 -0.036 -0.027
C -4.1699 -3.7470 -1.2338 0.020 -0.014 -0.018
H -1.9736 -0.7873 3.6628 -0.025 0.015 -0.029
C -2.7208 -3.4535 -1.5835 -0.096 -0.072 0.146
C 3.7648 1.9052 1.0860 0.012 -0.009 0.040
H -4.6418 -4.0932 -2.1598 -0.015 0.009 -0.001
C 2.5020 1.8739 0.4904 -0.012 0.041 -0.008
H 4.4353 1.0610 0.9670 -0.007 0.000 -0.013
H -0.5957 2.4047 -1.2910 -0.023 -0.011 -0.013
C -2.3445 0.2797 -1.1449 -0.032 0.133 0.190
H 1.7722 2.9709 -5.8735 -0.003 -0.001 -0.002
C 3.3716 4.1132 1.9692 -0.017 -0.046 -0.010
H -2.6210 2.0057 0.1287 0.001 0.011 0.008
C 1.8615 1.3086 -2.3473 -0.033 0.004 -0.047
H -4.4665 -2.0990 0.1442 0.004 -0.019 0.001
C 1.0686 0.1575 3.3288 0.073 -0.006 0.131
H 2.5727 1.0642 4.5373 -0.009 -0.022 -0.008
H 0.2471 0.1035 -3.1024 0.019 -0.003 0.018
H -3.2191 -2.2591 -3.2916 0.005 0.004 -0.005
H 1.6824 -3.7264 -3.3180 -0.014 0.010 -0.018
C 1.6826 2.9963 0.6688 -0.025 -0.001 0.042
H 1.9684 2.1232 3.2843 -0.008 0.090 -0.051
C -4.0485 2.1518 -1.4426 -0.033 -0.016 -0.016
H -5.9549 -2.7009 -0.5927 0.006 -0.007 -0.004
C 4.2720 -0.7529 -1.8195 0.006 -0.019 -0.008
H 0.6898 3.0138 0.2284 0.043 0.010 0.019
C -1.1044 -2.4225 -3.0576 0.149 0.061 -0.031
C 4.7245 -2.4921 0.2892 -0.011 0.014 -0.005
O 0.6995 -2.5101 1.3865 -0.145 -0.024 0.316
Si 1.9094 0.4566 -0.6459 0.079 0.103 0.014
C 2.7209 2.3613 -2.6772 -0.001 -0.003 -0.010
H 5.1807 2.9996 2.2710 0.002 0.007 -0.003
C -2.4147 -2.6747 -2.6952 -0.022 0.090 -0.126
H 0.0017 3.3540 3.2983 -0.014 -0.020 0.011
O -0.5271 -4.4226 2.0763 0.010 0.021 0.017
C -1.6588 -3.9499 -0.8381 0.143 0.024 0.095
C -4.3300 -4.8443 -0.1882 0.003 -0.033 0.018
C -1.8212 3.3345 4.4939 0.041 0.066 0.074
S -0.4312 0.5421 2.3883 0.201 0.727 0.139
C 4.1951 3.0060 1.8216 -0.027 -0.001 0.004
H 1.5158 -1.9784 -3.4873 -0.015 0.016 0.019
C 3.4008 -0.7197 -0.7273 0.049 0.011 -0.012
H -2.1968 0.0778 -2.2179 -0.042 0.098 -0.026
H -1.6204 2.4928 -2.7076 -0.022 -0.008 0.005
H 3.3679 3.7701 -4.1586 -0.001 -0.001 -0.004
H -3.2461 -0.3015 -0.8861 -0.012 0.012 -0.021
H 2.0853 -2.6744 -1.9692 -0.006 -0.009 0.017
C -1.6070 2.6470 -1.6242 0.043 0.010 -0.042
H 0.8171 -0.6320 4.0345 0.004 0.049 -0.015
C -1.7428 0.2754 3.5992 -0.190 -0.003 0.006
H -3.7194 0.9197 4.0419 -0.006 0.023 -0.006
H -2.2078 4.3218 4.7474 -0.019 0.007 -0.025
H -4.8198 1.5742 -0.9270 0.000 0.006 -0.002
H -1.7842 3.7087 -1.4352 -0.004 -0.011 0.011
H -0.8972 -1.8291 -3.9412 -0.007 -0.017 -0.002
H -4.8501 -1.6884 -1.5280 -0.003 -0.010 -0.012
O -1.5943 -2.3330 1.7291 -0.138 0.057 -0.147
H 2.9906 -1.6327 1.1811 -0.002 0.004 0.000
H 0.2146 1.1223 -5.3294 0.000 0.003 -0.002
H -5.3883 -5.0580 -0.0347 0.002 -0.001 -0.010
C -0.2911 3.4249 4.3452 -0.013 0.010 -0.043
H -4.1367 1.9392 -2.5126 0.013 0.006 0.009
S -2.7405 2.8586 3.0053 -0.032 -0.058 -0.033
H 5.9995 -1.6439 -2.7264 0.000 -0.005 0.001
C 0.9280 1.4691 -4.5912 0.016 0.018 0.008
H -1.3393 0.6020 4.5560 0.038 -0.004 -0.009
C 0.9633 0.8890 -3.3301 -0.016 -0.012 -0.012
H 1.4545 4.9624 1.4945 0.011 0.000 -0.007
H 0.0432 4.3958 4.7104 0.008 -0.007 0.014
C 5.3424 -1.6378 -1.8652 -0.008 0.000 0.022
H 3.7075 4.9746 2.5324 0.007 0.001 0.003
C 1.7970 2.5069 -4.8956 0.011 -0.006 0.021
C 2.1088 4.1050 1.3872 -0.004 -0.033 0.015
H 3.4255 2.7288 -1.9386 -0.007 -0.002 0.011
C -0.3324 -3.6881 -1.1916 -0.237 -0.185 0.250
H -3.9147 -4.5388 0.7755 -0.009 0.013 -0.014
Cl -0.3878 -3.0222 2.2416 0.209 -0.066 -0.104
H -1.8465 -4.5589 0.0322 0.010 -0.020 0.019
H 1.7778 -0.2579 2.6112 0.023 0.054 -0.013
C 1.6665 1.3774 4.0146 0.047 -0.103 -0.053
C -4.9028 -2.4819 -0.7826 -0.012 0.021 0.017
H -3.8389 -5.7705 -0.4907 -0.003 0.004 0.002
```
Positions in Å, forces in eV/Å.

Computed properties:
- LUMO: 0.126 eV
- Total charge: 0
- Relative energy (zero: lowest compared OMol25 entry of this formula, charge and spin): 22.9 kJ/mol
- Maximum force: 1.09 eV/Å

- Which value of LUMO does entry 3 give?
  0.126 eV

- Among the records above, which one has the lowest relative energy (zero: lowest compared OMol25 entry of this formula, charge and spin)?
  C38H50ClO4S3SiY